# C22H30O2SiY

C22H30O2SiY as an isolated structure at a distorted geometry (the ωB97M-V functional and the def2-TZVPD basis, the OMol25 dataset).

Geometry (Å):
C: 1.754 1.304 0.958
C: 1.847 0.000 1.534
C: 2.141 -0.928 0.476
H: 1.711 -0.242 2.588
C: 2.202 -0.191 -0.759
C: 1.958 1.191 -0.458
H: 2.013 2.015 -1.170
H: 1.584 2.230 1.509
H: 2.274 -1.999 0.586
H: 2.468 -0.587 -1.733
Y: -0.155 -0.040 0.057
C: -0.909 -2.251 -0.340
H: -0.275 -2.612 -1.170
H: -1.966 -2.240 -0.624
H: -0.703 -2.798 0.594
Si: -2.812 -5.768 -0.526
C: -3.034 -6.090 1.281
C: -1.934 -5.953 2.150
H: -0.952 -5.670 1.749
C: -2.096 -6.180 3.518
H: -1.231 -6.061 4.187
C: -3.337 -6.550 4.039
H: -3.460 -6.720 5.112
C: -4.437 -6.701 3.172
H: -5.409 -6.993 3.579
C: -4.283 -6.473 1.803
H: -5.134 -6.598 1.117
C: -1.236 -6.500 -1.163
C: -0.810 -7.774 -0.735
H: -1.420 -8.342 -0.021
C: 0.386 -8.307 -1.214
H: 0.707 -9.302 -0.875
C: 1.175 -7.590 -2.120
H: 2.109 -8.014 -2.497
C: 0.755 -6.319 -2.548
H: 1.370 -5.752 -3.255
C: -0.445 -5.782 -2.079
H: -0.777 -4.785 -2.405
H: -2.840 -4.319 -0.789
H: -3.945 -6.392 -1.252
C: -1.154 2.855 0.868
O: -1.557 1.434 1.085
C: -2.911 1.047 0.462
C: -2.860 1.210 -1.057
O: -1.671 0.458 -1.568
C: -1.009 0.891 -2.788
H: -2.062 3.435 0.747
H: -0.508 2.973 -0.016
H: -0.545 3.132 1.754
H: -3.061 0.002 0.798
H: -3.634 1.727 0.910
H: -3.772 0.821 -1.540
H: -2.715 2.265 -1.339
H: -1.734 1.113 -3.569
H: -0.404 1.794 -2.607
H: -0.317 0.079 -3.075

Forces on atoms 1 to 3 (eV/Å):
C 0.6 -0.2 -0.2
C 0.7 0.1 -0.8
C 0.3 0.9 -0.1

As for the total charge: +1. For the LUMO energy, the calculation gives -0.1052 Eh. As for the energy above the lowest of the compared OMol25 structures with the same formula, charge and spin: 0.0 kcal per mole. As for the electronic energy: -36309.0177 eV. As for the highest occupied orbital energy: -10.7 eV. As for the frontier orbital gap: 7.84 eV.

Need the natural (NBO) charges? In units of e they are: -0.38 -0.40 -0.35 0.26 -0.38 -0.42 0.25 0.25 0.27 0.26 2.07 -1.36 0.23 0.22 0.23 1.16 -0.49 -0.14 0.21 -0.24 0.21 -0.20 0.22 -0.21 0.22 -0.20 0.22 -0.49 -0.13 0.21 -0.23 0.22 -0.20 0.22 -0.22 0.21 -0.20 0.21 -0.19 -0.17 -0.25 -0.64 -0.10 -0.10 -0.63 -0.25 0.21 0.19 0.24 0.24 0.24 0.24 0.21 0.22 0.19 0.23